1.
{
  "formula": "C27H39ClN4O6PPdS2Te",
  "method": "ωB97M-V with the def2-TZVPD basis set",
  "fmax_ev_per_a": 0.966,
  "e_homo_ha": [-0.1455, -0.1717],
  "s2": 2.031,
  "total_charge": -1,
  "energy_ev": -101135.808,
  "multiplicity": 3,
  "orbital_gap_ev": [6.4, 6.6],
  "e_lumo_ha": [0.088, 0.072],
  "relative_energy_kj_mol": 64.8,
  "species": ["Pd", "N", "C", "C", "C", "C", "C", "C", "S", "O", "O", "N", "C", "N", "C", "C", "C", "N", "H", "H", "H", "H", "H", "H", "H", "H", "H", "C", "C", "O", "P", "O", "Te", "O", "C", "C", "H", "H", "H", "H", "H", "H", "H", "H", "H", "H", "Cl", "C", "C", "C", "C", "C", "C", "C", "H", "H", "H", "H", "H", "H", "C", "C", "C", "S", "O", "C", "C", "C", "H", "H", "H", "H", "H", "H", "H", "H", "H", "H", "H", "H", "H", "H"],
  "xyz": [[-0.02723, -0.75092, -0.87028], [1.90120, 3.72138, 6.27775], [1.13173, 2.95314, 5.39089], [1.58903, 1.71308, 4.95085], [0.80727, 0.93985, 4.11102], [-0.43156, 1.39672, 3.69039], [-0.90220, 2.62008, 4.13933], [-0.12722, 3.39369, 4.98586], [-1.41431, 0.39246, 2.61265], [-1.06087, -0.97747, 2.91613], [-2.78249, 0.80748, 2.83609], [-0.92917, 0.64663, 1.11299], [-1.17773, 1.81578, 0.48035], [-0.95719, 1.71696, -0.84898], [-1.13109, 2.78601, -1.59976], [-1.55122, 3.99325, -1.04942], [-1.76488, 3.99225, 0.32068], [-1.58629, 2.93477, 1.10031], [2.89159, 3.54405, 6.20689], [1.71178, 4.71012, 6.21886], [2.55750, 1.34908, 5.27366], [1.15768, -0.02872, 3.78310], [-1.87091, 2.96002, 3.80610], [-0.49984, 4.34862, 5.33782], [-0.94595, 2.64301, -2.65959], [-1.70455, 4.87555, -1.65331], [-2.09563, 4.89818, 0.82261], [3.22096, 1.78319, -1.53834], [2.77656, 0.65140, -2.43150], [1.34714, 0.75377, -2.54875], [0.50655, -0.06871, -3.64828], [-0.81237, 0.57314, -3.80252], [0.54102, -2.35288, -2.97027], [1.37003, 0.15777, -5.00145], [2.32089, -0.75575, -5.54280], [1.71302, -1.52257, -6.69480], [4.29392, 1.72529, -1.35029], [2.70484, 1.73709, -0.57958], [2.99536, 2.74386, -2.00273], [3.02444, -0.33120, -2.01829], [3.21444, 0.73876, -3.42889], [2.67701, -1.43678, -4.76455], [3.16790, -0.14864, -5.87788], [0.87929, -2.13215, -6.34778], [2.45795, -2.18127, -7.14431], [1.34616, -0.83804, -7.45873], [3.40177, 0.61247, 1.84621], [3.86711, -0.66214, 0.74873], [5.17660, -0.66538, 0.30195], [5.61459, -1.66288, -0.55740], [4.72625, -2.66546, -0.94309], [3.42524, -2.65213, -0.49314], [2.92779, -1.63691, 0.35522], [1.55379, -1.61569, 0.74256], [5.84212, 0.12073, 0.63343], [6.63622, -1.65990, -0.91353], [5.05346, -3.45448, -1.60839], [2.73344, -3.41706, -0.81924], [0.98800, -2.53917, 0.69895], [1.22901, -0.90403, 1.49006], [-3.07510, -3.93322, 2.49689], [-4.29819, -3.51980, 1.68830], [-3.94949, -3.16521, 0.24515], [-2.80851, -1.76558, 0.20379], [-1.45390, -2.39116, -0.07409], [-3.32442, -1.00588, -1.34496], [-4.61356, -0.20579, -1.17902], [-4.43790, 1.05168, -0.33747], [-3.35135, -4.20045, 3.51732], [-2.34263, -3.12921, 2.55698], [-2.58487, -4.79554, 2.04042], [-4.77973, -2.65886, 2.15959], [-5.04417, -4.32078, 1.67617], [-4.82851, -2.92177, -0.35408], [-3.40447, -3.97218, -0.25246], [-3.37936, -1.79585, -2.09966], [-2.50023, -0.34161, -1.63652], [-5.41047, -0.83365, -0.76414], [-4.94750, 0.06674, -2.18467], [-4.04917, 0.83987, 0.65958], [-5.38849, 1.57513, -0.22201], [-3.73592, 1.73380, -0.81865]],
  "atomic_forces_ev_per_a": [[0.098, -0.101, 0.956], [0.051, 0.048, 0.013], [-0.038, -0.013, -0.008], [-0.016, 0.007, 0.011], [0.053, -0.029, -0.019], [0.059, -0.029, 0.076], [-0.003, 0.095, -0.028], [0.017, -0.042, -0.013], [-0.065, -0.067, 0.060], [-0.053, 0.074, 0.026], [-0.041, -0.130, -0.035], [0.021, -0.080, 0.018], [0.030, -0.307, -0.082], [0.122, -0.020, -0.212], [-0.050, 0.012, 0.116], [-0.010, -0.015, 0.023], [0.015, 0.072, -0.102], [0.005, 0.109, -0.034], [-0.005, -0.007, 0.007], [-0.002, 0.000, 0.012], [0.026, 0.003, 0.005], [-0.008, -0.032, -0.026], [-0.037, -0.007, -0.009], [0.003, 0.030, 0.014], [-0.005, 0.022, -0.006], [-0.009, 0.012, 0.011], [-0.007, 0.004, 0.013], [0.032, 0.044, 0.053], [-0.154, -0.039, -0.036], [0.252, 0.190, 0.157], [-0.219, 0.001, -0.767], [0.026, 0.010, -0.035], [0.008, -0.052, -0.055], [-0.029, 0.036, 0.072], [0.072, 0.073, 0.050], [0.005, -0.059, -0.038], [0.021, -0.029, -0.016], [-0.010, -0.021, -0.029], [-0.011, 0.003, -0.019], [0.042, 0.050, 0.001], [0.037, 0.000, 0.026], [-0.026, -0.012, -0.033], [-0.036, -0.043, 0.001], [-0.013, -0.005, 0.042], [0.032, -0.022, -0.013], [-0.010, 0.042, -0.017], [-0.047, -0.047, 0.015], [0.086, 0.067, -0.028], [-0.045, -0.024, -0.007], [0.019, 0.020, 0.008], [0.023, 0.012, 0.005], [0.001, -0.041, -0.004], [-0.147, 0.060, -0.028], [-0.216, 0.049, 0.005], [0.027, -0.013, -0.005], [0.015, -0.003, -0.003], [0.005, -0.007, -0.009], [-0.013, 0.006, 0.006], [0.084, 0.014, 0.000], [-0.005, -0.072, -0.017], [-0.002, -0.080, 0.030], [-0.080, 0.011, -0.064], [0.035, -0.154, -0.061], [0.180, 0.290, 0.182], [-0.015, 0.075, -0.088], [-0.006, -0.025, -0.170], [-0.048, -0.068, -0.179], [0.017, 0.081, 0.051], [-0.037, -0.003, 0.008], [0.042, 0.087, -0.003], [0.012, -0.016, -0.013], [0.021, 0.025, -0.007], [0.045, -0.023, -0.003], [-0.024, 0.046, 0.093], [-0.013, 0.005, -0.014], [-0.064, 0.036, 0.029], [-0.047, -0.063, 0.095], [0.046, -0.009, 0.029], [-0.012, 0.005, 0.033], [-0.006, -0.043, 0.026], [-0.012, 0.005, -0.007], [0.010, 0.023, -0.033]]
}

=====

2.
{
  "formula": "C27H39CuGeN5Si3",
  "method": "ωB97M-V with the def2-TZVPD basis set",
  "fmax_ev_per_a": 3.293,
  "e_homo_ha": [-0.2477, -0.2724],
  "s2": 0.760,
  "energy_ev": -160873.471,
  "multiplicity": 2,
  "orbital_gap_ev": [5.8, 6.4],
  "e_lumo_ha": [-0.036, -0.036],
  "species": ["Cu", "C", "C", "C", "C", "N", "C", "N", "C", "N", "C", "N", "C", "C", "C", "C", "C", "N", "C", "C", "C", "C", "C", "C", "H", "H", "H", "H", "H", "H", "H", "H", "H", "H", "H", "H", "C", "Si", "C", "C", "Ge", "Si", "C", "C", "C", "Si", "C", "C", "C", "H", "H", "H", "H", "H", "H", "H", "H", "H", "H", "H", "H", "H", "H", "H", "H", "H", "H", "H", "H", "H", "H", "H", "H", "H", "H", "H"],
  "xyz": [[-12.50679, 4.21381, 9.11668], [-14.82692, 7.07176, 7.13341], [-15.76371, 7.50995, 8.11438], [-15.54538, 7.13850, 9.43053], [-14.39831, 6.37183, 9.79525], [-13.67297, 5.79855, 8.79605], [-13.81864, 6.20956, 7.54987], [-14.11641, 6.30034, 11.07691], [-13.14203, 5.61828, 11.59810], [-12.23108, 4.80232, 10.95740], [-11.35893, 4.24336, 11.87363], [-10.32832, 3.47301, 11.56883], [-10.03165, 3.07397, 10.31167], [-8.90730, 2.18232, 10.16154], [-8.35870, 1.94924, 8.92753], [-8.92758, 2.59023, 7.78163], [-10.10475, 3.29175, 7.97885], [-10.68518, 3.48594, 9.18471], [-11.71942, 4.68476, 13.19641], [-11.14892, 4.45699, 14.42097], [-11.72783, 5.12370, 15.54612], [-12.81545, 5.95000, 15.42687], [-13.41139, 6.14571, 14.15837], [-12.83524, 5.55353, 13.06428], [-14.87975, 7.45989, 6.11238], [-16.62739, 8.13193, 7.80765], [-16.06744, 7.63745, 10.22852], [-13.05367, 5.80711, 6.87987], [-8.46398, 1.84892, 11.09570], [-7.49652, 1.28038, 8.80400], [-8.56252, 2.49744, 6.75822], [-10.64545, 3.74597, 7.14289], [-10.21644, 3.91398, 14.53404], [-11.23608, 5.00347, 16.51066], [-13.22917, 6.44020, 16.29409], [-14.24366, 6.84771, 13.98218], [-11.46753, -0.45059, 9.63439], [-13.06811, 0.27581, 10.32906], [-12.78331, 0.90522, 12.06985], [-14.25459, -1.17271, 10.32608], [-13.98203, 2.25682, 9.01161], [-16.19016, 2.61618, 9.96822], [-17.15599, 3.73324, 8.85732], [-17.21400, 1.04811, 10.10348], [-16.08642, 3.35788, 11.71448], [-14.18349, 1.53024, 6.74490], [-14.74150, 3.05881, 5.85010], [-12.51843, 0.98162, 6.07811], [-15.35997, 0.10926, 6.53786], [-11.47039, -1.51888, 9.84449], [-10.60476, -0.01955, 10.14246], [-11.36425, -0.28678, 8.55349], [-13.21793, 0.18505, 12.74785], [-13.26450, 1.89350, 12.21883], [-11.70590, 0.98215, 12.28812], [-13.55377, -2.00919, 10.48586], [-14.89802, -1.39639, 9.48422], [-14.89970, -1.09217, 11.22884], [-17.34511, 3.38658, 7.83148], [-16.89796, 4.79705, 8.76743], [-18.18576, 3.78249, 9.29694], [-17.26296, 0.48529, 9.15239], [-18.24444, 1.38687, 10.34838], [-16.87427, 0.35410, 10.90934], [-15.84517, 4.42671, 11.69729], [-15.32238, 2.92837, 12.39185], [-17.06689, 3.21748, 12.22000], [-14.42056, 2.89513, 4.80334], [-14.32739, 4.01136, 6.21293], [-15.85111, 3.10425, 5.83526], [-12.65362, 0.50450, 5.13583], [-11.99592, 0.29692, 6.76217], [-11.83379, 1.80486, 5.91135], [-16.38875, 0.37731, 6.82501], [-15.06694, -0.80712, 7.05053], [-15.37985, -0.05187, 5.46359]],
  "atomic_forces_ev_per_a": [[-0.269, -0.026, 0.050], [-0.368, 0.330, 0.482], [0.515, -0.532, -0.626], [0.822, 0.709, -0.386], [-1.230, 0.399, -3.028], [0.192, -0.032, 1.063], [-0.548, 0.497, -1.193], [0.646, -0.529, 2.858], [0.891, -0.983, 0.098], [-0.241, 0.597, 1.707], [0.530, -0.293, -2.647], [-1.437, 0.408, 1.449], [0.598, -0.442, -1.642], [-0.482, 1.151, 0.351], [-0.124, 0.183, -1.061], [-0.496, -0.281, 0.683], [0.344, -0.348, 0.042], [0.961, -0.341, -0.060], [-0.653, 0.809, 1.102], [-0.211, 0.895, 0.920], [1.125, -0.752, -0.399], [-0.664, -0.063, -0.814], [-0.157, 0.828, -0.119], [0.384, -0.578, -0.022], [0.043, -0.404, 0.351], [0.710, -0.364, 0.383], [-0.366, -0.279, 0.201], [-0.494, 0.251, -0.147], [-0.043, -0.184, -0.262], [-0.360, 0.397, 0.143], [0.150, -0.127, 0.468], [0.260, -0.282, 0.191], [-0.264, -0.205, -0.070], [-0.212, -0.005, -0.148], [-0.007, 0.066, 0.086], [0.385, -0.491, 0.355], [-0.041, 0.328, -0.045], [-0.222, 1.493, -1.330], [0.186, 0.345, -0.007], [-0.107, -0.216, 1.253], [0.137, -1.372, 0.468], [1.179, -0.090, 0.250], [-1.854, 0.936, -0.248], [-0.294, -0.519, 0.201], [-0.116, -0.024, 0.423], [0.569, 0.453, 1.518], [-0.592, -0.123, -1.164], [0.299, 0.144, 0.877], [-0.655, 0.271, -0.211], [0.101, -0.155, -0.116], [0.084, 0.070, -0.130], [0.060, -0.141, 0.356], [-0.139, -0.129, 0.523], [0.318, -0.574, 0.013], [-0.366, 0.114, -0.023], [-0.513, -0.090, -0.001], [0.081, 0.169, -0.279], [0.273, -0.173, -0.511], [0.353, -0.218, 0.230], [0.470, -0.324, 0.149], [0.502, -0.101, -0.161], [0.039, 0.220, 0.435], [0.447, -0.299, -0.070], [-0.211, 0.531, -0.606], [-0.228, -0.040, -0.122], [-0.331, -0.140, -0.505], [0.455, 0.198, -0.243], [-0.196, 0.410, 0.164], [-0.173, -0.502, -0.065], [0.582, 0.187, 0.073], [-0.077, -0.595, -0.885], [-0.300, 0.077, -0.288], [0.080, 0.362, 0.021], [0.315, -0.100, 0.054], [0.062, 0.075, -0.056], [-0.108, -0.439, -0.299]]
}